[1]
Entry from the OMol25 dataset: a molecular structure, C60H105N15 in a non-equilibrium geometry (ωB97M-V with the def2-TZVPD basis set).

For the energy above the lowest of the compared OMol25 structures with the same formula, charge and spin, the calculation gives 1431.64 kcal per mole. The highest occupied orbital energy comes out at -8.96 eV. The calculation puts the gap between HOMO and LUMO at 0.308 Eh. For the calculated total energy, the calculation gives -86212.187 eV.

Last column: Mulliken charge in e.
CARTESIAN COORDINATES (ANGSTROEM)
C (3.401, 3.418, -3.441)  -0.7061
C (4.189, 3.529, -2.135)  -0.9100
C (4.270, 2.158, -1.325)  -0.9739
C (2.932, 1.567, -0.977)  1.1950
N (1.929, 1.100, -0.697)  1.0386
H (2.376, 3.088, -3.276)  -0.3988
H (3.962, 2.856, -4.188)  0.4048
H (3.368, 4.400, -3.915)  0.6816
H (3.725, 4.297, -1.516)  0.4683
H (5.195, 3.886, -2.352)  0.5476
H (4.871, 2.262, -0.422)  0.5890
H (4.775, 1.375, -1.890)  1.1969
C (-3.272, 1.365, 4.479)  -1.7947
C (-1.806, 0.962, 4.437)  0.4103
C (-0.940, 1.748, 3.488)  2.0157
C (-1.395, 1.887, 2.086)  0.3781
N (-1.764, 1.962, 0.996)  -0.3160
H (-3.386, 2.406, 4.783)  0.2999
H (-3.751, 0.697, 5.194)  0.5519
H (-3.766, 1.108, 3.541)  0.1954
H (-1.772, -0.110, 4.246)  -0.5526
H (-1.376, 0.955, 5.438)  0.6189
H (0.034, 1.258, 3.476)  -1.0764
H (-0.767, 2.806, 3.685)  0.8705
C (-3.284, 1.192, -1.221)  0.2824
C (-3.751, 2.353, -0.388)  -0.5602
C (-3.469, 3.636, -1.131)  -0.0658
C (-4.314, 3.727, -2.353)  0.0681
N (-4.967, 3.750, -3.330)  -0.6060
H (-3.622, 0.239, -0.814)  0.1527
H (-2.199, 1.281, -1.282)  -0.8611
H (-3.572, 1.180, -2.272)  0.2857
H (-3.251, 2.302, 0.579)  -0.4520
H (-4.818, 2.210, -0.218)  0.6948
H (-2.401, 3.681, -1.343)  -0.2315
H (-3.635, 4.509, -0.501)  0.7110
C (1.698, 1.536, 4.168)  -0.3357
C (1.729, 1.081, 5.624)  0.2369
C (1.282, 2.215, 6.589)  -0.5301
C (2.272, 3.300, 6.697)  -0.0749
N (3.057, 4.160, 6.821)  -0.5350
H (2.415, 2.346, 4.034)  1.5164
H (0.741, 1.952, 3.854)  -0.3492
H (1.892, 0.767, 3.420)  0.6353
H (2.719, 0.764, 5.952)  0.7059
H (1.136, 0.181, 5.789)  -1.2345
H (1.187, 1.780, 7.584)  0.6730
H (0.289, 2.564, 6.307)  0.1849
C (0.791, 3.843, 2.916)  -1.9311
C (0.828, 2.800, 1.781)  0.4210
C (2.226, 2.225, 1.427)  0.1342
C (3.080, 3.275, 0.819)  0.3571
N (3.750, 4.077, 0.383)  -0.6319
H (1.280, 4.729, 2.511)  0.7006
H (1.347, 3.407, 3.746)  0.4540
H (-0.139, 4.159, 3.388)  0.1532
H (0.436, 3.416, 0.971)  -0.5456
H (0.149, 1.958, 1.920)  -0.1706
H (2.244, 1.452, 0.659)  0.2930
H (2.676, 1.854, 2.348)  0.9020
C (3.251, -2.179, 2.072)  -1.5014
C (2.515, -1.579, 0.854)  0.5012
C (3.440, -0.632, 0.162)  0.6633
C (3.831, 0.580, 0.974)  -0.5667
N (4.146, 1.498, 1.605)  -0.8080
H (4.180, -2.630, 1.723)  0.3671
H (2.670, -2.932, 2.603)  0.5724
H (3.488, -1.408, 2.805)  0.3650
H (1.675, -0.957, 1.165)  -1.0928
H (2.191, -2.316, 0.119)  -0.1587
H (2.972, -0.227, -0.735)  -2.8728
H (4.397, -1.105, -0.059)  1.3944
C (-0.546, -0.741, -1.827)  0.2747
C (0.317, -0.345, -0.657)  1.7191
C (-0.469, -0.358, 0.677)  1.1423
C (0.287, 0.138, 1.871)  0.5456
N (0.890, 0.510, 2.784)  0.0818
H (0.106, -0.578, -2.685)  -0.5961
H (-1.408, -0.086, -1.956)  -0.7154
H (-0.845, -1.788, -1.867)  -1.8399
H (0.750, 0.630, -0.879)  -1.1757
H (1.198, -0.987, -0.643)  -0.0617
H (-0.782, -1.376, 0.907)  -0.9265
H (-1.332, 0.306, 0.643)  -0.3004
C (-4.502, -2.858, -4.203)  -1.8347
C (-3.093, -2.982, -3.728)  -0.5137
C (-2.740, -2.012, -2.608)  1.3264
C (-2.756, -0.610, -2.962)  0.1357
N (-2.757, 0.520, -3.245)  -0.6590
H (-4.715, -1.814, -4.433)  0.3842
H (-5.247, -3.213, -3.491)  0.3428
H (-4.676, -3.407, -5.128)  0.4606
H (-2.316, -2.938, -4.491)  0.9549
H (-2.994, -3.994, -3.335)  0.4183
H (-1.766, -2.317, -2.225)  0.4556
H (-3.408, -2.162, -1.759)  0.4175
C (-0.365, 2.666, -0.848)  -1.4687
C (0.402, 3.559, -1.844)  -0.6424
C (1.558, 4.216, -1.200)  -0.3523
C (1.337, 5.088, -0.016)  -0.2721
N (1.173, 5.778, 0.892)  -0.8734
H (0.233, 1.952, -0.282)  -0.5540
H (-1.143, 2.155, -1.416)  0.4247
H (-0.821, 3.243, -0.043)  2.2306
H (-0.222, 4.308, -2.333)  0.7898
H (0.815, 2.993, -2.678)  0.4718
H (1.896, 4.858, -2.013)  1.6124
H (2.335, 3.504, -0.922)  -1.6152
C (0.342, 0.520, -4.457)  -0.9746
C (1.634, 1.122, -3.904)  2.7795
C (2.741, 1.467, -4.888)  -0.7641
C (3.105, 0.406, -5.835)  -0.1523
N (3.331, -0.432, -6.610)  -0.6911
H (-0.071, 1.263, -5.139)  0.5023
H (-0.458, 0.316, -3.745)  0.1056
H (0.477, -0.389, -5.042)  0.1952
H (2.008, 0.449, -3.132)  -0.8411
H (1.412, 2.016, -3.320)  -1.8447
H (3.666, 1.855, -4.462)  -0.7985
H (2.336, 2.276, -5.497)  0.9322
C (-2.083, -5.283, -0.513)  -1.0380
C (-2.453, -4.319, 0.602)  -1.9649
C (-1.719, -2.952, 0.452)  1.8854
C (-0.270, -3.144, 0.637)  0.3296
N (0.869, -3.315, 0.827)  -0.9569
H (-1.120, -5.748, -0.306)  0.2809
H (-2.057, -4.902, -1.534)  -0.9112
H (-2.834, -6.055, -0.682)  0.5057
H (-2.220, -4.820, 1.541)  0.1786
H (-3.537, -4.208, 0.630)  0.7960
H (-2.013, -2.283, 1.261)  -0.1625
H (-1.837, -2.470, -0.519)  1.1427
C (1.912, -2.030, -4.038)  1.0648
C (2.909, -2.261, -2.877)  -0.8398
C (3.392, -0.988, -2.227)  0.3687
C (4.203, -0.059, -3.040)  0.3568
N (4.815, 0.662, -3.730)  -0.8415
H (0.948, -1.612, -3.745)  -1.0157
H (1.685, -2.940, -4.593)  0.8438
H (2.363, -1.344, -4.755)  -0.6434
H (3.803, -2.794, -3.202)  0.5821
H (2.389, -2.857, -2.128)  0.7593
H (4.000, -1.169, -1.341)  0.2546
H (2.449, -0.477, -2.036)  1.7887
C (-0.507, -2.559, 5.468)  -1.6209
C (0.380, -1.304, 5.308)  -1.5491
C (0.719, -1.113, 3.856)  1.4068
C (-0.478, -1.194, 2.972)  -0.9080
N (-1.425, -1.317, 2.268)  0.1566
H (-0.696, -2.721, 6.529)  0.4678
H (-0.108, -3.497, 5.080)  0.4013
H (-1.448, -2.452, 4.929)  0.2228
H (1.201, -1.392, 6.019)  0.6308
H (-0.190, -0.417, 5.584)  0.7492
H (1.409, -1.869, 3.483)  -0.0299
H (1.233, -0.160, 3.726)  -1.6423
C (0.417, -3.138, -2.068)  -0.7418
C (-0.136, -3.652, -3.412)  -1.1336
C (-1.202, -4.789, -3.193)  -1.1718
C (-1.700, -5.372, -4.448)  -0.0166
N (-2.095, -5.789, -5.482)  -0.6587
H (-0.390, -2.922, -1.368)  -0.1646
H (1.040, -2.250, -2.172)  -1.3420
H (0.969, -3.909, -1.531)  1.9632
H (0.687, -4.037, -4.015)  1.0187
H (-0.622, -2.895, -4.026)  -0.0492
H (-2.079, -4.434, -2.653)  0.2051
H (-0.804, -5.626, -2.618)  0.8645
C (-4.641, -2.285, 2.477)  -1.5562
C (-4.025, -0.902, 2.694)  -0.6588
C (-3.881, -0.113, 1.377)  0.2248
C (-3.065, -0.705, 0.286)  0.3961
N (-2.500, -1.162, -0.596)  0.3897
H (-5.589, -2.152, 1.955)  0.4174
H (-4.792, -2.773, 3.440)  0.5061
H (-3.989, -2.941, 1.899)  0.0721
H (-3.037, -1.069, 3.122)  -0.4005
H (-4.587, -0.306, 3.414)  1.0395
H (-3.331, 0.784, 1.661)  -1.7033
H (-4.835, 0.082, 0.888)  1.1702

Cartesian forces (eV/Å) of the 2 atoms listed first:
C 1.65 2.20 0.74
C -0.23 -0.72 -0.35



[2]
Entry from the OMol25 dataset: 15 unconnected molecules or ions with the total composition C60H112O19 in a non-equilibrium geometry (ωB97M-V with the def2-TZVPD basis set).

The highest occupied orbital energy comes out at -9.18 eV. The calculation puts the gap between HOMO and LUMO at 0.354 Eh. For the calculated total energy, the calculation gives -102934.862 eV.

Last column: Mulliken charge in e.
CARTESIAN COORDINATES (ANGSTROEM)
C (-15.185, -22.851, -2.402)  1.6650
C (-15.576, -21.532, -3.032)  -0.6947
C (-15.370, -20.580, -1.852)  0.1294
O (-15.890, -21.362, -0.765)  -0.4768
C (-16.060, -22.717, -1.145)  -0.4083
H (-14.140, -22.956, -2.109)  -0.8278
H (-15.468, -23.723, -2.990)  0.0229
H (-16.589, -21.578, -3.442)  0.4014
H (-15.007, -21.222, -3.919)  0.0105
H (-15.868, -19.617, -1.934)  0.3973
H (-14.292, -20.429, -1.761)  -0.4077
H (-17.103, -22.953, -1.384)  0.3882
H (-15.742, -23.393, -0.348)  -0.0363
C (-8.276, -22.621, 2.596)  0.0477
C (-6.994, -21.789, 2.601)  -0.7256
C (-6.049, -22.504, 1.608)  -0.4812
O (-6.777, -23.651, 1.139)  0.0388
C (-8.164, -23.395, 1.281)  1.7448
H (-9.191, -22.024, 2.607)  -0.0867
H (-8.385, -23.297, 3.445)  0.5136
H (-6.522, -21.718, 3.578)  0.4098
H (-7.188, -20.801, 2.183)  0.0181
H (-5.133, -22.872, 2.070)  0.3774
H (-5.764, -21.893, 0.748)  0.1399
H (-8.675, -24.359, 1.310)  -0.5007
H (-8.644, -22.844, 0.465)  -1.4890
C (-12.738, -18.656, 2.481)  -0.8577
C (-12.097, -19.970, 2.075)  0.3648
C (-12.953, -20.402, 0.884)  1.0483
O (-13.348, -19.143, 0.293)  -0.4181
C (-12.867, -18.064, 1.087)  -0.4599
H (-12.120, -18.031, 3.127)  0.3885
H (-13.720, -18.777, 2.940)  0.3079
H (-12.115, -20.652, 2.931)  0.1839
H (-11.049, -19.757, 1.855)  -0.3689
H (-13.791, -21.010, 1.223)  0.1309
H (-12.323, -20.965, 0.190)  -0.8240
H (-13.578, -17.233, 1.075)  0.3782
H (-11.912, -17.656, 0.742)  0.1781
C (-7.181, -18.683, -1.032)  -0.4617
C (-8.434, -19.466, -1.479)  0.3951
C (-9.107, -19.649, -0.154)  0.6931
O (-9.045, -18.321, 0.361)  -0.4734
C (-7.673, -17.920, 0.221)  -0.6657
H (-6.804, -18.069, -1.849)  0.4927
H (-6.414, -19.405, -0.742)  0.0444
H (-8.280, -20.409, -2.006)  -0.4316
H (-9.110, -18.868, -2.091)  0.1927
H (-8.633, -20.398, 0.493)  -0.3041
H (-10.138, -19.969, -0.311)  -0.2783
H (-7.059, -18.141, 1.100)  0.2969
H (-7.732, -16.835, 0.143)  0.2975
C (-11.658, -23.749, 1.886)  1.9793
C (-12.981, -24.189, 1.228)  2.2720
C (-14.048, -23.722, 2.271)  -0.8856
O (-13.331, -23.056, 3.300)  -0.4981
C (-12.067, -23.665, 3.351)  -0.9606
H (-11.267, -22.820, 1.471)  -0.9424
H (-10.825, -24.461, 1.876)  -0.5639
H (-12.978, -25.278, 1.179)  -1.0728
H (-13.092, -23.791, 0.220)  -0.8607
H (-14.517, -24.620, 2.686)  0.4784
H (-14.762, -23.035, 1.825)  0.3667
H (-12.043, -24.612, 3.906)  0.3465
H (-11.332, -23.031, 3.860)  0.4224
C (-12.433, -29.711, 1.967)  -0.8596
C (-11.960, -28.384, 1.440)  0.2037
C (-11.495, -28.740, 0.030)  0.5502
O (-12.386, -29.780, -0.389)  -0.4370
C (-13.059, -30.373, 0.736)  -0.5418
H (-13.054, -29.663, 2.862)  0.3816
H (-11.604, -30.357, 2.276)  0.3390
H (-11.133, -27.927, 1.986)  0.3181
H (-12.788, -27.672, 1.442)  -0.2546
H (-10.483, -29.149, 0.112)  0.5181
H (-11.446, -27.859, -0.610)  -0.7038
H (-12.918, -31.451, 0.765)  0.3840
H (-14.117, -30.129, 0.631)  0.2144
C (-6.022, -22.275, -2.747)  1.7976
C (-4.770, -21.653, -3.397)  -1.0294
C (-3.849, -22.850, -3.690)  -0.6053
O (-4.645, -24.006, -3.503)  -0.5693
C (-5.578, -23.713, -2.462)  1.6816
H (-6.804, -22.192, -3.493)  -0.9330
H (-6.299, -21.832, -1.790)  -0.2159
H (-4.290, -20.876, -2.801)  0.3187
H (-5.003, -21.178, -4.351)  0.3385
H (-2.959, -22.898, -3.046)  0.3536
H (-3.458, -22.914, -4.708)  0.3931
H (-5.069, -23.891, -1.513)  -0.1240
H (-6.414, -24.410, -2.548)  -1.4570
C (-6.991, -23.256, -5.890)  -0.5268
C (-8.391, -23.371, -5.322)  1.7223
C (-9.169, -24.187, -6.364)  0.8152
O (-8.601, -23.753, -7.593)  -0.5835
C (-7.191, -23.518, -7.410)  -0.7553
H (-6.241, -23.960, -5.531)  -0.0110
H (-6.590, -22.246, -5.806)  0.2118
H (-8.804, -22.362, -5.312)  -0.0683
H (-8.389, -23.765, -4.304)  -0.8968
H (-10.224, -23.917, -6.350)  -0.6194
H (-9.051, -25.274, -6.296)  0.0325
H (-6.965, -22.630, -7.996)  0.3145
H (-6.674, -24.407, -7.772)  0.3796
C (-11.211, -20.888, -5.988)  -0.3540
C (-11.479, -21.232, -4.531)  2.3255
C (-11.835, -19.878, -3.931)  0.6732
O (-12.189, -19.008, -5.007)  -0.5436
C (-12.227, -19.781, -6.209)  -0.7305
H (-11.472, -21.716, -6.654)  0.1018
H (-10.191, -20.555, -6.178)  0.3839
H (-10.604, -21.694, -4.073)  -1.0092
H (-12.254, -22.002, -4.491)  -0.9586
H (-10.969, -19.471, -3.408)  -0.2168
H (-12.628, -20.002, -3.190)  -0.2646
H (-12.093, -19.130, -7.071)  0.4088
H (-13.242, -20.203, -6.285)  0.2105
C (-6.237, -26.674, -4.425)  0.7451
C (-6.173, -26.650, -5.940)  0.0962
C (-6.982, -27.923, -6.304)  -0.6868
O (-7.091, -28.675, -5.086)  -0.4125
C (-6.208, -28.153, -4.100)  -0.5217
H (-7.138, -26.235, -3.985)  -0.4636
H (-5.454, -26.040, -3.991)  0.2682
H (-5.160, -26.723, -6.329)  0.5087
H (-6.651, -25.756, -6.343)  -0.6236
H (-6.408, -28.485, -7.045)  0.2641
H (-7.986, -27.763, -6.690)  0.3346
H (-5.238, -28.661, -4.145)  0.2875
H (-6.632, -28.345, -3.111)  0.1656
C (-16.059, -26.649, -1.160)  -0.6335
C (-15.794, -26.799, -2.641)  -0.8995
C (-14.326, -26.350, -2.744)  0.8379
O (-13.714, -26.679, -1.498)  0.0295
C (-14.711, -27.015, -0.545)  0.7421
H (-16.864, -27.276, -0.778)  0.5216
H (-16.360, -25.614, -0.963)  -0.1279
H (-16.369, -26.170, -3.320)  0.4358
H (-15.939, -27.858, -2.866)  0.4037
H (-14.240, -25.263, -2.784)  -0.8565
H (-13.874, -26.773, -3.643)  -0.0345
H (-14.524, -26.515, 0.405)  0.0402
H (-14.751, -28.095, -0.358)  -0.5702
O (-12.046, -30.912, -5.830)  -0.6348
C (-11.725, -30.083, -5.019)  0.0351
O (-12.677, -29.372, -4.369)  -0.5097
C (-12.090, -28.412, -3.475)  1.9314
C (-10.605, -28.834, -3.358)  0.5411
C (-10.365, -29.506, -4.697)  -0.1050
H (-12.580, -28.379, -2.506)  -0.3943
H (-12.104, -27.407, -3.905)  -0.6776
H (-10.497, -29.449, -2.466)  0.4967
H (-10.030, -27.912, -3.253)  -0.6086
H (-9.567, -30.243, -4.680)  0.4255
H (-10.112, -28.795, -5.485)  0.0000
O (-10.259, -22.253, -1.501)  -0.4564
C (-10.204, -23.400, -1.864)  -0.6561
O (-9.090, -24.125, -1.696)  0.9377
C (-9.364, -25.485, -2.033)  -0.5649
C (-10.467, -25.384, -3.061)  2.4827
C (-11.311, -24.245, -2.434)  2.0556
H (-9.648, -25.976, -1.095)  -0.3428
H (-8.417, -25.929, -2.347)  0.0285
H (-11.018, -26.319, -3.137)  -0.7147
H (-10.087, -25.068, -4.030)  -1.5129
H (-12.043, -24.656, -1.739)  -0.7328
H (-11.786, -23.726, -3.264)  -0.9952
O (-8.689, -27.142, 1.022)  -0.5176
C (-7.508, -26.967, 0.935)  0.1260
O (-6.941, -26.510, -0.188)  0.2652
C (-5.532, -26.348, -0.044)  -0.0425
C (-5.156, -27.242, 1.129)  -0.6581
C (-6.407, -27.113, 1.975)  -0.4008
H (-5.330, -25.287, 0.101)  -0.2652
H (-5.036, -26.603, -0.981)  0.3740
H (-4.240, -26.929, 1.626)  0.3840
H (-5.018, -28.287, 0.844)  0.2987
H (-6.371, -26.152, 2.502)  0.0230
H (-6.638, -27.871, 2.719)  0.5013
O (-12.162, -25.532, -5.760)  -0.5577
C (-13.064, -24.939, -6.273)  -0.0151
O (-14.065, -24.415, -5.524)  0.0489
C (-14.906, -23.541, -6.268)  -0.0328
C (-14.239, -23.434, -7.652)  -0.7003
C (-13.284, -24.608, -7.729)  -0.4468
H (-14.948, -22.537, -5.850)  -0.1130
H (-15.926, -23.904, -6.401)  0.4297
H (-13.729, -22.474, -7.759)  0.1011
H (-14.947, -23.424, -8.482)  0.4178
H (-12.379, -24.317, -8.256)  0.3054
H (-13.759, -25.451, -8.232)  0.3925

Cartesian forces (eV/Å) of the 2 atoms listed first:
C -1.11 -0.55 0.23
C 0.82 0.79 -1.29